(1)
Here is a 4-piece molecular cluster, C4H14NO3 overall at a distorted geometry from the Open Molecules 2025 dataset. Energies are from ωB97M-V/def2-TZVPD.

Geometry as XYZ:
```
22
Properties=species:S:1:pos:R:3:forces:R:3:mulliken_charge:R:1
C 1.535 -0.859 0.350 1.8 -0.5 -0.2 -1.284
C 0.292 -0.070 0.147 1.2 0.2 0.4 1.015
C -0.392 0.488 1.129 -1.4 0.2 0.0 -1.094
C -0.831 1.054 -1.664 0.5 0.6 0.8 -0.280
N -0.058 0.137 -1.230 -0.7 0.9 -0.8 0.158
H 2.216 -0.489 1.123 -1.0 0.0 0.8 0.386
H 1.395 -1.930 0.484 -0.2 0.0 0.1 0.301
H 2.314 -0.741 -0.419 -0.9 -0.1 -0.8 0.373
H -1.207 1.187 0.970 -0.1 -0.2 -0.3 0.200
H -0.363 0.195 2.170 1.0 0.1 0.0 0.337
H -1.244 1.050 -2.644 0.2 -0.2 -0.8 0.285
H -1.065 1.903 -1.039 -0.3 -0.2 0.3 0.253
H 0.282 -0.483 -1.979 -0.2 -0.7 0.7 0.348
H -2.732 -1.091 6.268 -0.1 0.1 -0.6 0.320
H -1.511 -1.413 6.971 0.6 0.0 -0.3 0.325
O -1.793 -1.197 6.070 -0.5 -0.1 0.9 -0.643
H 1.822 2.844 -3.083 0.1 -0.3 0.0 0.312
H 0.944 3.790 -2.351 -0.2 0.4 0.2 0.317
O 1.213 2.871 -2.337 0.0 -0.1 -0.2 -0.599
H -0.677 -2.271 -3.627 0.1 0.2 -0.1 0.312
H -0.052 -2.907 -2.419 0.2 0.0 0.2 0.310
O -0.086 -2.067 -2.891 -0.2 -0.3 -0.2 -0.653
```
Forces are in eV/Å.

## Properties
* total charge: +1
* orbital gap: 8.97 eV
* E_tot: -440.98577 a.u.
* relative energy (zero: lowest compared OMol25 entry of this formula, charge and spin): 1.9763 eV


(2)
Here is a 3-piece molecular cluster, C4H14NO3S2 overall at a distorted geometry from the Open Molecules 2025 dataset. Energies are from ωB97M-V/def2-TZVPD.

Geometry as XYZ:
```
24
Properties=species:S:1:pos:R:3:forces:R:3:mulliken_charge:R:1
N 1.311 0.491 -1.343 0.6 -1.0 1.7 -0.512
C 0.879 0.350 0.069 -2.4 -2.5 -0.4 0.166
C 1.792 -0.323 1.164 1.6 3.7 -0.4 -0.276
O 1.220 -0.635 2.322 -0.6 -0.6 -0.2 -0.863
C -0.250 -0.728 -0.027 -1.4 1.1 -0.5 -0.898
S -1.486 -0.168 -1.414 0.2 -0.2 0.4 -0.113
S -3.089 1.005 -0.767 0.0 -0.7 0.0 -0.148
C -2.331 2.484 -0.115 1.0 1.1 1.0 -0.737
H 2.305 0.566 -1.385 0.5 0.6 -0.4 0.205
H 0.755 1.163 -1.830 0.3 0.4 -0.3 0.185
H 0.406 1.265 0.450 0.3 -0.1 0.1 0.195
H 2.495 0.556 1.385 0.3 -0.5 -0.6 0.229
H 2.432 -1.014 0.594 0.0 -0.9 0.0 0.093
H 0.064 -1.748 -0.324 0.0 0.7 -0.2 0.369
H -0.779 -0.893 0.899 -0.2 0.3 0.3 0.406
H -3.025 3.207 0.363 -0.3 -0.8 -0.4 0.335
H -1.767 3.125 -0.834 -0.1 -0.9 0.3 0.260
H -1.701 2.126 0.726 0.0 0.6 -0.7 0.208
H 2.479 -0.168 3.247 0.9 -1.2 0.4 0.449
H 4.123 -0.410 3.340 0.1 0.0 -0.7 0.248
O 3.323 -0.323 3.840 -1.1 0.7 0.5 -0.725
H 1.353 -2.235 -1.360 0.0 0.8 0.5 0.336
H 2.658 -3.089 -1.319 -0.2 0.3 0.3 0.312
O 1.873 -2.872 -1.827 0.4 -1.1 -1.1 -0.724
```
Forces are in eV/Å.

## Properties
* total charge: -1
* orbital gap: 6.76 eV
* E_tot: -1237.63384 a.u.
* relative energy (zero: lowest compared OMol25 entry of this formula, charge and spin): 0.8958 eV


(3)
Here is a 3-piece molecular cluster, C4H14NO4 overall at a distorted geometry from the Open Molecules 2025 dataset. Energies are from ωB97M-V/def2-TZVPD.

Geometry as XYZ:
```
23
Properties=species:S:1:pos:R:3:forces:R:3:mulliken_charge:R:1
C -2.765 -0.022 -1.465 1.5 0.8 -2.2 -1.692
C -1.317 0.347 -1.071 -2.5 -2.5 -0.7 0.143
C -0.598 -1.027 -0.749 -0.9 0.4 1.8 -0.634
C 0.750 -0.488 -0.823 6.1 -0.4 2.3 0.407
O 1.188 -0.112 -2.056 0.3 0.3 0.5 -0.474
O 1.493 -0.351 0.206 -3.6 -0.2 -4.9 -0.472
N -1.506 1.071 0.198 -0.7 2.5 0.5 -0.140
H -3.281 0.935 -1.549 -0.5 -0.3 -0.8 0.457
H -2.680 -0.669 -2.360 -0.5 1.1 -0.1 0.389
H -3.309 -0.641 -0.820 -0.4 -0.8 1.8 0.525
H -0.810 0.916 -1.891 -0.5 -0.4 1.1 0.328
H -0.770 -1.322 0.388 0.2 0.6 -2.5 0.311
H -0.896 -1.912 -1.368 0.5 1.2 0.1 0.459
H 2.093 0.336 -2.076 -1.6 -1.0 0.6 0.397
H -1.229 2.089 0.196 0.0 -1.2 -0.1 0.389
H -2.555 1.113 0.365 1.7 -0.3 0.4 0.425
H -0.966 0.627 0.970 -0.2 0.2 0.9 0.130
H -0.182 -0.308 3.060 0.0 -1.1 0.8 0.322
H 0.871 0.508 2.206 -2.0 -0.3 1.3 0.433
O -0.103 0.506 2.596 2.1 1.3 -2.4 -0.734
H 2.436 -1.119 2.010 0.7 1.3 -0.2 0.361
H 3.271 0.099 1.311 -1.6 -1.1 2.0 0.368
O 2.688 -0.169 2.107 1.7 0.1 -0.1 -0.699
```
Forces are in eV/Å.

## Properties
* total charge: +1
* orbital gap: 10.70 eV
* E_tot: -516.24288 a.u.
* relative energy (zero: lowest compared OMol25 entry of this formula, charge and spin): 2.0169 eV


(4)
Here is a 3-piece molecular cluster, C4H14NOS overall at a distorted geometry from the Open Molecules 2025 dataset. Energies are from ωB97M-V/def2-TZVPD.

Geometry as XYZ:
```
21
Properties=species:S:1:pos:R:3:forces:R:3:mulliken_charge:R:1
C -2.135 0.479 0.234 0.3 -1.0 -0.7 -1.294
C -0.647 0.111 0.180 1.0 2.2 -1.1 0.655
C 0.354 1.176 0.836 -1.6 0.3 -0.2 -0.667
C 1.615 0.663 1.519 1.0 0.8 -0.6 -0.554
S 1.778 -1.146 1.775 0.6 0.7 0.8 -0.129
N -0.125 -0.324 -1.098 -0.7 -0.3 2.2 -0.340
H -2.408 1.068 -0.661 0.2 -0.3 0.3 0.368
H -2.629 -0.513 0.156 -0.2 0.8 0.0 0.349
H -2.500 1.012 1.116 0.4 -0.2 0.0 0.431
H -0.263 -0.663 1.117 -1.9 -0.4 1.2 -0.588
H -0.380 1.730 1.462 0.8 -0.4 0.4 0.346
H 0.622 1.872 0.028 0.0 -0.3 0.2 0.349
H 2.434 1.045 0.893 0.0 -0.8 0.1 0.394
H 1.847 1.108 2.479 -0.6 0.2 0.2 0.446
H -0.706 -0.708 2.354 1.3 -0.3 -2.2 0.515
H -0.591 -0.187 -2.006 -0.5 -0.4 0.9 0.233
H 2.974 -0.931 2.453 -0.9 -0.5 -0.6 0.226
H 0.287 -1.226 -0.919 0.7 -0.1 -1.0 0.262
H -1.170 0.319 -4.966 -0.3 0.3 -0.3 0.324
H -2.645 0.626 -4.470 0.1 0.2 -0.5 0.322
O -1.826 0.164 -4.285 0.3 -0.4 1.0 -0.644
```
Forces are in eV/Å.

## Properties
* total charge: +1
* orbital gap: 6.28 eV
* E_tot: -688.52361 a.u.
* relative energy (zero: lowest compared OMol25 entry of this formula, charge and spin): 6.5062 eV


(5)
Here is a 2-piece molecular cluster, C4H14NOS overall at a distorted geometry from the Open Molecules 2025 dataset. Energies are from ωB97M-V/def2-TZVPD.

Geometry as XYZ:
```
21
Properties=species:S:1:pos:R:3:forces:R:3:mulliken_charge:R:1
C -1.420 0.382 0.284 0.7 0.9 0.4 -0.640
C -0.453 1.422 0.920 -0.1 0.0 0.3 -0.518
C 0.976 1.653 0.375 -0.9 -1.8 0.9 -0.815
S 1.781 0.034 -0.023 0.8 0.2 -1.3 -0.135
C 1.920 -0.994 1.478 -1.2 0.5 0.0 -0.707
N -1.174 0.345 -1.231 -0.9 0.6 2.3 -0.071
H -1.340 -0.617 0.697 0.2 -0.1 -0.2 0.274
H -2.381 0.803 0.555 -0.5 -0.5 -0.6 0.381
H -0.330 1.160 1.972 -0.3 -0.2 0.0 0.314
H -0.998 2.371 0.939 0.2 0.1 -0.1 0.451
H 1.525 2.058 1.220 0.3 0.8 -0.6 0.404
H 0.931 2.230 -0.557 0.7 0.0 0.4 0.368
H 2.820 -1.580 1.615 0.5 0.5 -0.5 0.361
H 1.116 -1.710 1.386 -0.3 -0.1 0.5 0.224
H 1.773 -0.320 2.317 0.0 -0.3 0.3 0.247
H -1.516 1.257 -1.526 0.5 0.0 -0.7 0.374
H -0.140 0.229 -1.176 -0.1 -0.3 -1.1 0.153
H -1.728 -0.411 -1.660 0.4 -0.3 0.0 0.358
H -2.131 -2.735 -0.873 -0.3 0.5 -0.2 0.329
H -2.585 -2.688 -2.306 -0.1 0.4 0.1 0.326
O -2.490 -2.108 -1.530 0.4 -0.9 0.0 -0.678
```
Forces are in eV/Å.

## Properties
* total charge: +1
* orbital gap: 9.57 eV
* E_tot: -688.72820 a.u.
* relative energy (zero: lowest compared OMol25 entry of this formula, charge and spin): 0.9389 eV


(6)
Here is a 2-piece molecular cluster, C4H14NOS overall at a distorted geometry from the Open Molecules 2025 dataset. Energies are from ωB97M-V/def2-TZVPD.

Geometry as XYZ:
```
21
Properties=species:S:1:pos:R:3:forces:R:3:mulliken_charge:R:1
C -1.254 0.126 1.602 -0.1 -0.3 0.7 -0.512
C -0.077 1.065 1.566 -0.3 2.0 -2.1 -0.562
C 0.963 0.697 0.521 1.4 -1.4 -1.0 -0.790
S 0.402 1.163 -1.182 -0.8 0.9 0.0 -0.099
C 1.828 1.236 -2.282 1.3 -1.2 0.4 -0.868
N -1.715 -0.430 0.273 0.4 1.0 -0.2 -0.070
H -0.936 -0.747 2.170 -0.4 -0.1 0.2 0.313
H -2.090 0.638 2.083 0.0 -0.4 -0.1 0.350
H 0.229 1.285 2.582 0.5 -0.5 0.1 0.401
H -0.364 2.069 1.175 -0.5 -0.4 0.6 0.320
H 1.158 -0.383 0.455 0.0 0.1 0.4 0.302
H 1.951 1.142 0.596 -0.1 0.3 0.6 0.478
H 1.698 1.773 -3.213 -0.8 0.4 0.1 0.346
H 2.079 0.211 -2.570 0.1 0.1 0.0 0.272
H 2.715 1.662 -1.798 -0.4 0.0 0.1 0.293
H -2.719 -0.598 0.256 0.1 -0.4 0.1 0.395
H -1.507 0.226 -0.498 0.0 0.0 0.1 0.181
H -1.157 -1.261 0.037 -0.3 -0.5 0.1 0.299
H -0.027 -3.818 -0.165 0.1 0.0 0.4 0.304
H -0.704 -3.070 -1.270 0.0 0.1 -0.1 0.308
O -0.473 -2.984 -0.337 -0.1 0.1 -0.4 -0.662
```
Forces are in eV/Å.

## Properties
* total charge: +1
* orbital gap: 9.38 eV
* E_tot: -688.73552 a.u.
* relative energy (zero: lowest compared OMol25 entry of this formula, charge and spin): 0.7399 eV